[1]
Computed, not measured: a single CH3N5O molecule, with ωB97M-V/def2-TZVPD.

As for the molecular weight: 101.07 g mol⁻¹. The value obtained for the total energy is -10578.96966 eV. Its structure (SMILES) is [H]/N=c1/onnn1N. As for the max |F|: 4.49 eV/Å. The orbital gap is 9.64 eV. For the relative energy (zero: lowest compared OMol25 entry of this formula, charge and spin), the calculation gives 62.6 kcal per mole. The calculation puts the highest occupied orbital energy at -9.40 eV.

ORCA input file:
```
! RIJCOSX wB97M-V def2-TZVPD def2/J DEFGRID3
* xyz 0 1
C -0.0435 -0.9357 -0.4817
H -0.6875 1.8561 1.1620
H 0.5710 0.6459 1.9343
H -1.7118 -1.4979 0.4343
N -0.3374 0.8541 1.2039
N 0.0654 0.4157 -0.0529
N 0.8925 1.0995 -0.7413
N 1.3930 0.4350 -1.6888
N -0.9150 -1.9087 -0.2481
O 0.7733 -0.9641 -1.5217
*
```

=====

[2]
Computed, not measured: a molecular structure, C14H16FeNO3, with ωB97M-V/def2-TZVPD.

As for the molecular weight: 302.13 g mol⁻¹. The value obtained for the total energy is -56784.75416 eV. As for the max |F|: 7.79 eV/Å. The orbital gap (spin up / spin down) is 6.92 / 5.88 eV. For the relative energy (zero: lowest compared OMol25 entry of this formula, charge and spin), the calculation gives 0.0 kcal per mole. The calculation puts the highest occupied orbital energy (spin up / spin down) at -10.61 / -12.42 eV.

ORCA input file:
```
! RIJCOSX wB97M-V def2-TZVPD def2/J DEFGRID3
* xyz 1 5
C -2.0460 -1.6015 2.3267
C -0.6764 -1.0845 2.6108
N 0.2820 -0.8987 1.7884
C 1.5686 -0.5492 2.5744
C 1.1043 -0.2678 4.0021
C -0.3568 -0.7737 4.0811
H -2.6466 -1.5470 3.2377
H -2.5315 -1.0159 1.5375
H -2.0038 -2.6491 1.9988
H 2.2666 -1.4027 2.5714
H 2.0720 0.3015 2.1010
H 1.7469 -0.7709 4.7263
H 1.1316 0.8112 4.1770
H -1.0432 -0.0224 4.4863
H -0.4436 -1.6670 4.7107
O -0.1871 3.4098 -0.7067
C -0.1680 2.4430 -1.3536
Fe -0.2636 1.1763 -2.5897
C -2.0699 1.5811 -2.8562
O -3.0902 2.0987 -3.0410
C 0.1554 2.4401 -3.8816
O 0.2491 3.3645 -4.5748
C -0.3798 -0.2232 -1.1578
C 1.0854 -0.1522 -0.9612
C 1.5815 0.6048 -2.1453
C 1.2616 -0.0040 -3.3767
C 0.0923 -0.7705 -3.4641
C -0.7876 -0.8081 -2.3700
H -1.0183 -0.1880 -0.2703
H 1.3348 0.2736 0.0152
H 1.5005 -1.1855 -0.9754
H 2.4138 1.3068 -2.0517
H 1.8725 0.1759 -4.2598
H -0.2176 -1.1750 -4.4296
H -1.7891 -1.2305 -2.4802
*
```

=====

Question: Which of these has the highest relative energy (zero: lowest compared OMol25 entry of this formula, charge and spin)?
Answer: CH3N5O

=====

Question: What is the formula in the first record?
Answer: CH3N5O

=====

Question: Number 2 is which compound?
Answer: C14H16FeNO3

=====

Question: What is the formula in the first record?
Answer: CH3N5O